Entry 1:
DFT (the ωB97M-V functional and the def2-TZVPD basis) results for a 2-piece molecular cluster, C5H14NS overall at a distorted geometry.

Structure (XYZ):
```
21
Properties=species:S:1:pos:R:3:forces:R:3
C -1.255 1.074 0.961 0.312 0.574 -0.365
C -1.579 -0.363 0.586 0.039 -0.022 0.134
C -1.730 -0.513 -0.976 -0.098 -0.449 0.331
C -0.511 -0.278 -1.842 -0.277 0.836 0.319
S 1.929 0.487 0.052 0.614 0.126 0.589
C 3.632 0.527 0.586 -0.698 -0.019 -1.148
N -0.570 -1.248 1.110 -0.275 0.462 -0.502
H -1.980 1.752 0.510 -0.051 0.009 0.162
H -0.281 1.373 0.539 -0.129 -0.083 0.096
H -1.222 1.234 2.037 -0.108 -0.105 0.039
H -2.541 -0.605 1.034 0.030 -0.242 -0.026
H -2.163 -1.502 -1.126 0.160 -0.064 -0.155
H -2.502 0.208 -1.249 0.012 0.062 -0.037
H 0.383 -0.858 -1.594 -0.147 -0.433 -0.081
H -0.784 -0.458 -2.880 0.259 -0.110 -0.100
H 4.065 -0.472 0.563 -0.010 -0.076 0.358
H 3.536 0.881 1.626 0.060 -0.077 0.159
H 4.199 1.231 -0.016 0.070 0.099 0.190
H -0.224 0.777 -1.766 -0.032 -0.016 -0.218
H 0.343 -1.007 0.775 0.415 -0.283 -0.012
H -0.746 -2.240 1.071 -0.145 -0.188 0.266
```
Forces are in eV/Å.

## Properties
lowest unoccupied orbital energy	-9.08	eV
total charge	+1
calculated total energy	-651.42791	a.u.
ΔE to the lowest compared entry with this formula, charge and spin	484.71	kJ/mol
multiplicity	1

=====

Entry 2:
DFT (the ωB97M-V functional and the def2-TZVPD basis) results for C29H65AsF6N7O9Y as an isolated structure at a distorted geometry.

Structure (XYZ):
```
118
Properties=species:S:1:pos:R:3:forces:R:3
Y 3.483 1.404 1.934 -4.901 -0.598 -2.973
As -0.057 0.260 -0.160 -0.454 0.926 0.188
F 1.457 0.919 0.419 1.139 0.419 0.279
F -0.489 -0.075 1.487 0.089 -0.320 0.420
F -1.566 -0.246 -0.680 -1.078 -0.822 -0.366
F 0.411 0.634 -1.760 0.400 0.257 -0.492
F 0.689 -1.266 -0.311 0.311 -0.737 0.130
F -0.696 1.860 0.065 0.050 0.407 0.068
C -4.025 0.094 2.134 0.195 -0.489 -0.044
O -3.858 0.344 3.320 0.196 0.186 0.090
N -5.195 -0.194 1.558 0.119 -0.185 -0.528
C -5.341 -0.278 0.109 -0.150 0.327 0.162
C -6.408 -0.231 2.328 -0.553 0.361 0.049
H -3.187 -0.016 1.429 0.130 0.298 -0.068
H -4.406 -0.047 -0.399 0.103 -0.069 0.122
H -6.080 0.471 -0.195 0.054 -0.121 -0.127
H -5.691 -1.259 -0.213 -0.004 -0.049 0.096
H -7.068 -1.000 1.931 0.035 -0.087 0.036
H -6.194 -0.421 3.373 0.097 -0.043 0.049
H -6.931 0.729 2.245 -0.029 -0.085 0.091
C 0.324 2.161 3.208 -0.185 -0.565 -0.064
O 1.538 2.179 2.845 1.584 -0.137 0.551
N -0.119 2.254 4.433 0.058 0.140 -0.335
C -1.554 2.187 4.699 -0.412 0.656 0.420
C 0.721 2.470 5.583 0.733 -0.318 0.486
H -0.456 1.988 2.474 0.051 0.122 -0.314
H -2.134 1.968 3.806 0.092 -0.205 0.029
H -1.867 3.153 5.108 0.001 -0.030 -0.170
H -1.771 1.460 5.479 0.140 -0.278 -0.213
H 1.769 2.563 5.309 -0.107 0.073 -0.220
H 0.436 3.367 6.128 -0.199 0.008 -0.064
H 0.649 1.607 6.249 -0.155 0.113 0.058
C 3.228 4.418 0.216 0.534 -0.262 -0.507
O 2.874 3.295 0.650 1.270 -0.880 1.399
N 2.398 5.248 -0.317 -0.512 0.827 -0.311
C 2.852 6.520 -0.863 -0.476 0.671 0.267
C 0.973 5.011 -0.249 -0.729 -0.377 -0.094
H 4.259 4.786 0.166 0.147 -0.421 0.259
H 3.931 6.534 -0.966 0.039 -0.025 -0.112
H 2.539 7.343 -0.211 0.145 -0.162 0.102
H 2.355 6.720 -1.811 0.207 -0.274 -0.145
H 0.541 5.531 0.606 0.019 0.091 -0.044
H 0.485 5.332 -1.167 0.154 0.335 0.205
H 0.774 3.945 -0.156 0.068 -0.020 0.116
C -3.676 1.888 -4.367 -0.232 -0.051 -0.559
O -4.500 2.087 -5.236 0.142 -0.049 0.357
N -3.672 2.471 -3.142 -0.735 0.063 -0.153
C -2.638 2.269 -2.192 0.931 0.176 0.748
C -4.739 3.373 -2.739 -0.089 -0.166 0.410
H -2.843 1.179 -4.526 0.060 0.117 0.195
H -1.955 1.464 -2.449 -0.184 -0.102 -0.333
H -3.015 2.045 -1.190 -0.269 -0.096 -0.101
H -2.010 3.164 -2.057 -0.144 0.042 -0.106
H -5.545 3.411 -3.463 0.301 0.071 -0.391
H -5.209 3.012 -1.813 0.270 0.009 0.015
H -4.327 4.366 -2.541 -0.158 0.058 -0.123
C 1.712 -1.577 2.811 -0.348 0.361 -0.069
O 2.378 -0.671 2.243 1.628 0.903 0.440
N 2.081 -2.819 2.941 0.463 -0.129 -0.081
C 1.214 -3.794 3.576 -0.503 -0.432 0.039
C 3.292 -3.347 2.350 0.824 -0.183 -0.473
H 0.718 -1.356 3.203 0.016 0.145 0.052
H 1.775 -4.431 4.256 0.156 0.156 0.067
H 0.755 -4.442 2.824 0.067 0.078 -0.021
H 0.417 -3.294 4.122 0.085 -0.001 0.027
H 3.039 -4.066 1.571 -0.098 -0.020 0.088
H 3.913 -2.586 1.884 -0.350 0.301 0.025
H 3.943 -3.840 3.072 -0.369 -0.071 0.256
C 0.863 4.678 -5.780 0.693 -0.189 0.291
O -0.255 4.627 -6.199 -0.825 0.105 -0.337
N 1.244 4.244 -4.541 -0.416 0.169 0.151
C 0.265 3.760 -3.592 -0.312 -0.354 -0.398
C 2.594 4.313 -4.111 0.708 0.080 0.374
H 1.720 5.060 -6.361 -0.012 0.023 -0.062
H 0.344 4.265 -2.624 0.066 -0.167 -0.344
H 0.361 2.678 -3.456 0.124 0.083 0.222
H -0.729 3.922 -4.006 0.029 0.161 -0.004
H 2.770 5.122 -3.384 -0.072 -0.095 -0.054
H 2.883 3.373 -3.624 0.051 0.024 -0.112
H 3.264 4.493 -4.951 -0.038 -0.053 -0.034
C 3.944 -0.038 -1.210 -0.561 0.003 0.394
O 3.981 0.734 -0.208 0.841 0.260 1.217
N 4.874 -0.135 -2.113 0.328 -0.056 0.407
C 4.821 -1.194 -3.107 0.132 -0.394 -0.254
C 6.101 0.647 -2.063 0.002 0.128 -0.221
H 3.075 -0.677 -1.377 -0.161 0.024 0.190
H 3.905 -1.769 -3.002 -0.195 0.240 -0.173
H 5.631 -1.911 -2.951 0.127 0.244 0.072
H 4.927 -0.766 -4.101 -0.173 -0.072 -0.052
H 6.933 0.008 -1.769 0.062 -0.007 -0.126
H 6.261 1.057 -3.060 0.225 -0.059 0.035
H 6.018 1.469 -1.364 -0.164 -0.003 0.082
C -3.306 -4.300 0.439 0.384 -0.384 -0.002
C -2.225 -3.298 0.834 -0.586 0.322 0.852
C -2.279 -3.374 2.384 0.242 -0.068 -0.578
O -2.919 -4.596 2.723 0.085 -0.143 -0.026
C -3.131 -5.359 1.531 -0.291 0.508 -0.101
H -3.173 -4.682 -0.573 -0.021 -0.073 0.039
H -4.305 -3.870 0.520 0.033 0.086 0.011
H -2.466 -2.282 0.525 0.264 -0.044 -0.269
H -1.239 -3.597 0.480 -0.137 0.142 -0.209
H -2.852 -2.547 2.805 0.050 0.006 0.122
H -1.257 -3.365 2.792 -0.267 0.109 0.077
H -4.032 -5.950 1.678 0.126 -0.192 0.055
H -2.266 -6.005 1.337 -0.077 -0.062 -0.046
C 2.051 -6.036 -0.039 -0.141 -0.089 0.360
C 1.434 -7.397 -0.354 -0.738 -0.104 0.270
C 0.379 -7.081 -1.451 0.739 0.444 0.245
O 0.375 -5.647 -1.607 0.286 -0.008 0.015
C 0.941 -5.079 -0.432 -0.457 -0.054 -0.452
H 2.947 -5.881 -0.639 0.003 0.179 -0.006
H 2.299 -5.944 1.022 0.152 -0.115 -0.056
H 0.903 -7.782 0.521 0.123 0.049 0.040
H 2.160 -8.159 -0.624 0.037 0.074 -0.234
H -0.617 -7.396 -1.140 -0.008 -0.212 -0.195
H 0.681 -7.503 -2.406 -0.353 -0.073 -0.096
H 0.130 -4.996 0.313 0.432 -0.184 0.251
H 1.275 -4.062 -0.657 -0.018 -0.045 -0.119
```
Forces are in eV/Å.

## Properties
lowest unoccupied orbital energy	-7.58	eV
total charge	+2
calculated total energy	-5077.47079	a.u.
ΔE to the lowest compared entry with this formula, charge and spin	0.00	kJ/mol
multiplicity	1

=====

Entry 3:
DFT (the ωB97M-V functional and the def2-TZVPD basis) results for a 4-piece molecular cluster, C2H12O3S2 overall at a distorted geometry.

Structure (XYZ):
```
19
Properties=species:S:1:pos:R:3:forces:R:3
C 1.823 1.654 -0.620 1.933 1.291 -1.234
S 2.822 0.366 -1.643 -0.866 2.408 -0.902
S 3.325 -1.240 -0.527 0.728 -2.553 0.434
C 5.009 -1.120 0.174 -2.769 1.711 5.953
H 2.532 2.536 -0.382 -1.099 -1.454 0.143
H 1.120 2.067 -1.367 -0.296 -0.434 0.805
H 1.452 1.116 0.249 -0.201 0.421 -0.146
H 4.771 -1.730 1.199 0.866 1.199 -2.212
H 5.971 -1.406 -0.076 1.555 -0.827 -1.692
H 5.070 -0.035 0.639 0.085 -1.716 -1.132
H -3.647 -1.655 -0.599 2.485 0.235 0.414
H -4.975 -1.042 -0.600 -0.064 -0.559 -0.093
O -4.525 -1.889 -0.765 -2.350 0.312 -0.272
H 0.026 -0.764 0.800 -0.028 1.033 0.775
H -0.131 -1.853 0.048 3.264 -4.303 -4.226
O -0.659 -1.388 0.567 -3.255 3.236 3.401
H -6.880 2.580 1.631 0.299 -1.965 -1.438
H -6.312 2.063 0.209 -1.280 -0.783 2.398
O -6.791 1.738 1.063 0.994 2.749 -0.975
```
Forces are in eV/Å.

## Properties
lowest unoccupied orbital energy (alpha / beta)	2.35 / 2.27	eV
total charge	-1
calculated total energy	-1105.37923	a.u.
ΔE to the lowest compared entry with this formula, charge and spin	282.44	kJ/mol
multiplicity	2

=====

- Number 1 is which compound?
  C5H14NS